Below is C34H48AlBN4O10 as an isolated structure in a non-equilibrium geometry, with properties calculated with the ωB97M-V functional and the def2-TZVPD basis.

Positions of all 98 atoms, in Å:
C  3.734  -0.772  -3.557
C  -5.177  -3.374  -0.617
H  -3.534  -2.737  -2.305
H  3.197  0.170  -5.623
H  4.109  -1.732  -4.070
H  5.385  0.988  3.387
H  -3.590  3.866  -0.399
C  2.607  1.734  -3.970
H  1.305  4.673  -5.015
H  -4.465  -0.013  -1.696
N  2.128  2.642  -4.973
C  1.723  4.130  -2.803
H  -3.988  -8.122  -0.668
H  -3.256  -7.452  0.804
H  -6.908  -2.820  0.987
N  -5.859  -1.118  -0.223
H  3.527  -1.110  0.605
C  -6.593  2.098  -1.234
C  -5.014  4.952  0.979
C  -2.395  5.435  0.728
O  5.320  -2.950  3.432
O  -6.275  -7.638  0.220
N  2.168  3.174  -1.840
H  -5.747  5.818  0.774
H  0.382  5.984  1.201
H  -4.880  -7.192  2.930
C  -4.827  -0.996  -1.252
H  -6.514  3.422  1.841
H  5.954  2.018  2.235
C  1.219  5.583  -2.306
H  -1.348  6.759  -0.757
C  2.618  1.961  -2.447
C  -6.793  3.461  -0.394
H  -5.038  2.723  0.859
C  1.456  5.845  -0.742
O  10.689  -6.675  2.824
H  -6.950  2.295  -2.316
H  -4.678  5.078  2.076
O  10.406  -5.492  0.192
O  7.451  -1.099  4.040
O  8.747  -2.721  3.180
C  -6.585  0.041  0.388
C  6.495  -3.127  3.232
C  -3.748  4.946  -0.023
C  3.189  0.827  -1.482
H  -7.267  -0.375  1.214
H  4.970  -3.473  -2.154
H  1.737  6.960  -0.637
C  5.220  0.220  1.479
Al  9.098  -7.966  3.290
C  -6.150  -2.453  0.215
H  4.200  -1.363  -1.381
C  -3.969  -8.187  0.422
H  1.905  6.331  -2.867
H  -6.452  4.328  -1.081
H  -5.286  -8.935  2.833
H  0.368  4.279  0.534
C  3.159  1.130  0.074
C  3.757  -0.531  -2.034
H  -7.901  3.669  -0.137
C  3.690  -0.056  1.013
O  9.170  -5.105  3.372
H  -3.662  -9.195  0.707
C  -4.352  -2.457  -1.552
N  5.174  1.376  2.446
H  2.044  1.298  0.347
H  0.163  5.791  -2.680
H  5.922  0.414  0.601
H  5.552  -0.713  2.050
H  3.681  2.130  0.328
C  1.696  3.833  -4.329
H  -5.793  0.695  0.918
O  7.008  -4.233  2.684
H  3.508  -3.866  -1.984
H  -5.478  1.854  -1.254
H  -2.671  6.372  1.323
O  4.349  -3.835  -1.509
H  -6.563  -7.709  2.703
C  7.576  -2.187  3.540
C  -7.481  0.874  -0.651
C  3.183  0.355  -4.488
B  8.464  -4.046  2.615
H  -5.076  -4.511  -0.575
H  2.399  5.273  -0.390
C  9.959  -5.733  2.518
C  0.257  5.384  0.217
H  -8.383  1.354  -0.128
C  -5.524  -7.938  2.457
O  8.941  -4.141  1.227
C  -5.344  -7.896  0.963
C  9.821  -5.140  1.183
H  -7.781  0.207  -1.531
H  -1.401  4.981  -1.211
H  -4.024  5.602  -0.917
H  3.068  0.003  1.986
C  -5.842  3.555  0.918
C  -1.213  5.710  -0.327
H  -2.075  4.586  1.435

For the orbital gap, the calculation gives 1.55 eV. As for the total charge: +2. The value obtained for the total energy is -69720.5551 eV. The LUMO energy comes out at -10.8 eV.

Löwdin population analysis, charges in e, atoms 1 to 5:
1. C 0.02
2. C 0.02
3. H 0.11
4. H 0.13
5. H 0.12